DFT (ωB97M-V with the def2-TZVPD basis set) results for 2 unconnected molecules or ions with the total composition C4H9NO at a distorted geometry.

Last column: Löwdin charge in e.
Cartesian coordinates (Å):
N -0.422 1.161 1.641  0.083
C -0.802 0.707 0.394  -0.442
C -0.211 1.135 -0.756  -0.004
C -1.625 -1.467 -0.349  0.025
C -1.802 -0.397 0.420  -0.134
H -1.166 1.213 2.314  0.084
H 0.309 1.833 1.783  0.092
H -0.782 0.861 -1.637  0.042
H 0.852 1.298 -0.837  0.042
H -2.021 -2.428 -0.078  0.052
H -1.007 -1.473 -1.237  0.062
H -2.714 -0.243 0.993  0.100
H 4.190 -0.700 -1.578  0.036
H 3.131 -0.810 -0.453  0.023
O 4.069 -0.691 -0.620  -0.062

Atoms 1-6, force components in eV/Å:
N -0.32 -0.92 0.70
C 0.74 1.31 -1.09
C -0.84 -1.51 0.25
C 0.06 -0.24 0.19
C -0.37 1.09 -0.66
H 0.15 -0.17 0.23

Properties
**Kohn-Sham gap**: 8.672 eV
**Energy**: -7829.255 eV
**Multiplicity**: 1
**HOMO**: -7.9 eV
**Structure (SMILES)**: C=CC(=C)N.O
**Relative energy (zero: lowest compared OMol25 entry of this formula, charge and spin)**: 70.7 kcal per mole

***

DFT (ωB97M-V with the def2-TZVPD basis set) results for C4H9NO in the gas phase.

Last column: Löwdin charge in e.
Cartesian coordinates (Å):
C -1.908 0.364 0.439  -0.060
C -0.931 0.052 -0.668  -0.337
N 0.120 1.028 -0.948  0.052
C 0.496 -0.309 -0.481  -0.276
C 1.240 -0.417 0.832  -0.233
O 2.595 -0.770 0.596  -0.071
H -2.387 -0.551 0.807  0.076
H -1.415 0.864 1.278  0.075
H -2.696 1.029 0.068  0.075
H -1.398 -0.415 -1.538  0.133
H 0.266 1.133 -1.948  0.092
H 0.924 -1.008 -1.202  0.141
H 0.834 -1.224 1.450  0.123
H 1.162 0.525 1.392  0.121
H 2.993 -0.060 0.076  0.089

Atoms 1-6, force components in eV/Å:
C 0.05 0.02 0.07
C -0.20 -0.14 0.02
N 0.10 0.15 -0.25
C 0.11 -0.27 0.05
C -0.34 0.02 0.10
O 0.19 0.23 -0.03

Properties
**Kohn-Sham gap**: 10.704 eV
**Energy**: -7830.287 eV
**Multiplicity**: 1
**HOMO**: -9.7 eV
**Structure (SMILES)**: C[C@H]1N[C@H]1CO
**Relative energy (zero: lowest compared OMol25 entry of this formula, charge and spin)**: 46.9 kcal per mole

***

DFT (ωB97M-V with the def2-TZVPD basis set) results for C4H9NO in the gas phase.

Last column: Löwdin charge in e.
Cartesian coordinates (Å):
C 2.327 -0.293 0.213  -0.099
C 1.069 0.428 -0.249  -0.175
C -0.172 -0.080 0.457  -0.477
O -0.181 -0.980 1.259  0.109
N -1.367 0.572 0.088  0.005
C -2.848 -0.381 -0.231  -0.016
H 2.243 -1.369 0.037  0.082
H 3.204 0.083 -0.322  0.075
H 2.483 -0.147 1.285  0.082
H 1.146 1.510 -0.074  0.120
H 0.915 0.306 -1.330  0.124
H -1.304 1.365 -0.539  0.130
H -2.877 -0.263 -1.323  -0.024
H -2.420 -1.368 -0.011  -0.017
H -2.218 0.616 0.741  0.083

Atoms 1-6, force components in eV/Å:
C 0.06 -0.03 0.03
C 0.02 0.02 -0.01
C -0.03 -0.24 0.19
O 0.00 0.38 -0.33
N -0.05 0.11 0.04
C 0.08 -0.23 -0.28

Properties
**Kohn-Sham gap**: 8.750 eV
**Energy**: -7827.909 eV
**Multiplicity**: 1
**HOMO**: -8.1 eV
**Relative energy (zero: lowest compared OMol25 entry of this formula, charge and spin)**: 101.7 kcal per mole

***

DFT (ωB97M-V with the def2-TZVPD basis set) results for a molecular structure, C4H9NO at a distorted geometry.

Last column: Löwdin charge in e.
Cartesian coordinates (Å):
C 0.728 -0.274 -1.418  -0.233
C -0.431 0.127 -0.404  -0.235
C 0.641 0.041 1.647  -0.234
C -0.858 -0.102 2.174  -0.104
H 0.841 1.198 -3.183  0.260
H 0.967 -1.427 -1.413  0.143
H 1.578 0.365 -1.235  0.075
H -1.445 -0.040 -0.923  0.136
H 0.021 1.430 -0.249  0.193
H 1.168 0.985 1.499  0.079
H 1.170 -0.382 2.699  0.147
H -0.991 -0.812 2.958  0.050
H -1.828 0.663 2.121  0.144
N -0.275 -0.661 0.825  -0.147
O -0.005 0.486 -2.506  -0.274

Atoms 1-6, force components in eV/Å:
C -2.67 1.09 0.20
C 1.90 1.70 0.28
C -0.15 -0.06 6.75
C -0.99 2.77 -3.43
H -3.85 -3.62 3.12
H -0.69 2.29 -0.90

Properties
**Kohn-Sham gap**: 8.993 eV
**Energy**: -7824.461 eV
**Multiplicity**: 1
**HOMO**: -8.6 eV
**Relative energy (zero: lowest compared OMol25 entry of this formula, charge and spin)**: 181.2 kcal per mole

***

DFT (ωB97M-V with the def2-TZVPD basis set) results for 2 unconnected molecules or ions with the total composition C4H9NO.

Last column: Löwdin charge in e.
Cartesian coordinates (Å):
C -0.785 1.352 -0.046  -0.049
N -0.566 -0.064 0.218  -0.102
C -1.455 -0.939 0.001  0.083
C 0.894 -0.687 0.743  -0.552
O 0.721 -1.759 1.296  -0.019
C 1.888 0.134 0.332  -0.017
H -1.846 1.597 0.055  0.092
H -0.201 1.927 0.672  0.095
H -0.444 1.591 -1.057  0.098
H -2.430 -0.673 -0.400  0.108
H -1.184 -1.967 0.234  0.104
H 0.341 -1.238 -2.320  0.051
H 2.908 -0.161 0.540  0.049
H 1.717 1.048 -0.219  0.027
H 0.864 -1.006 -1.839  0.032

Atoms 1-6, force components in eV/Å:
C 0.04 0.11 -0.02
N -0.26 -0.33 -0.04
C 0.16 0.16 0.12
C -0.02 -0.05 0.02
O 0.08 0.30 -0.24
C 0.02 -0.03 0.10

Properties
**Kohn-Sham gap**: 7.642 eV
**Energy**: -7828.490 eV
**Multiplicity**: 1
**HOMO**: -7.6 eV
**Relative energy (zero: lowest compared OMol25 entry of this formula, charge and spin)**: 88.3 kcal per mole

***

DFT (ωB97M-V with the def2-TZVPD basis set) results for a molecular structure, C4H9NO.

Last column: Löwdin charge in e.
Cartesian coordinates (Å):
C -1.933 -0.069 0.338  -0.095
N -0.489 0.098 0.277  -0.196
C 0.320 -1.078 -0.178  -0.162
C 0.852 -0.185 -1.274  -0.057
O 2.311 0.792 1.457  -0.071
C 0.040 0.792 -0.851  -0.134
H -2.193 -0.727 1.173  0.083
H -2.401 0.905 0.513  0.083
H -2.351 -0.493 -0.591  0.086
H -0.308 -1.912 -0.510  0.115
H 1.037 -1.413 0.577  0.108
H 1.654 -0.272 -1.994  0.092
H 1.373 0.648 1.649  0.016
H 2.281 1.097 0.540  0.017
H -0.195 1.818 -1.125  0.116

Atoms 1-6, force components in eV/Å:
C -0.13 0.01 0.06
N -0.07 0.04 -0.06
C 0.05 -0.29 0.05
C 0.02 0.09 -0.05
O -0.14 0.10 -0.07
C 0.04 0.10 -0.10

Properties
**Kohn-Sham gap**: 9.807 eV
**Energy**: -7829.544 eV
**Multiplicity**: 1
**HOMO**: -8.8 eV
**Relative energy (zero: lowest compared OMol25 entry of this formula, charge and spin)**: 64.0 kcal per mole

***

Question: What is the relative energy (zero: lowest compared OMol25 entry of this formula, charge and spin) in the fourth record?
Answer: 181.2 kcal per mole

***

Question: The highest energy belongs to which entry?
Answer: number 4